69
Properties=species:S:1:pos:R:3 method="wB97M-V/def2-TZVPD" largest_force_ha_per_bohr=0.088 orbital_gap_ha=0.090 charge=0 total_energy_ha=-1580.7844
O 3.650 -0.335 0.099
O 3.600 -1.173 -2.414
O 1.793 0.259 -3.029
O 1.333 -1.851 -1.862
N -3.312 2.267 4.880
C -3.234 1.744 2.484
C -1.232 1.640 3.820
C 2.402 0.305 -0.009
C -2.116 -0.177 -2.915
C -2.128 -3.491 0.249
C -2.611 1.923 3.741
C -1.508 2.188 -2.922
C -1.145 0.940 1.521
C -0.911 2.061 -1.647
C -0.923 0.827 -1.003
C 1.117 -2.579 -3.089
C -2.521 1.222 1.413
C -0.565 0.987 2.799
C -4.673 2.784 4.838
C -1.555 -0.263 -1.645
C 4.543 0.424 0.842
C 2.613 1.547 0.548
C 3.860 1.569 1.194
C 2.084 -1.949 -4.201
C -1.501 -1.429 -0.770
C -0.754 -1.119 0.371
C -2.106 1.072 -3.539
C -2.168 -2.647 -0.872
C 1.626 -0.394 -4.297
C -0.562 -2.040 1.387
C 5.911 0.061 1.237
C 3.569 -1.914 -3.647
C 1.838 -2.637 -5.446
C -1.306 -3.225 1.354
C -0.348 0.349 0.337
C -2.740 2.006 6.202
B 2.259 -0.806 -2.269
H 1.853 2.310 0.581
H 1.433 -3.630 -3.034
H -2.487 1.133 -4.552
H -1.457 3.144 -3.467
H -2.673 -4.427 0.196
H -0.397 2.921 -1.208
H 6.522 -0.430 0.465
H -2.490 -1.098 -3.379
H 4.243 2.348 1.812
H 0.538 -0.376 -4.519
H 0.742 0.430 0.425
H -5.299 2.114 4.245
H 0.155 -1.820 2.170
H -5.041 2.825 5.864
H -3.076 1.029 0.496
H 2.086 -2.117 -6.352
H 0.422 0.556 2.968
H 2.300 0.042 -5.042
H -2.612 -2.935 -1.838
H 5.899 -0.464 2.214
H -4.720 3.789 4.396
H -0.737 1.873 4.748
H 1.101 -3.436 -5.437
H -3.499 2.229 6.953
H -1.855 2.626 6.403
H 6.446 1.000 1.410
H -1.234 -3.933 2.178
H -4.302 1.938 2.404
H 4.259 -1.400 -4.344
H 3.956 -2.880 -3.337
H -2.420 0.954 6.282
H 0.063 -2.462 -3.439

28
Properties=species:S:1:pos:R:3 method="wB97M-V/def2-TZVPD" largest_force_ha_per_bohr=0.070 orbital_gap_ha=0.373 charge=-1 total_energy_ha=-1148.2433
Cl -0.236 -0.133 0.478
O -1.731 -1.973 -1.325
O -3.068 0.273 -1.432
O 2.068 -1.854 1.665
O 2.568 0.958 1.756
O -0.891 0.648 3.372
O 2.499 -1.157 -1.058
O 1.548 1.947 -1.462
O -2.774 1.757 1.041
O -0.033 0.090 -2.793
H 1.337 -1.458 1.177
H -2.362 2.605 1.231
H 1.754 0.742 1.336
H 2.293 -2.053 -0.872
H -0.848 0.459 2.474
H -1.206 -0.197 3.753
H 3.267 0.969 1.102
H 0.315 -0.787 -2.955
H -3.425 0.143 -2.318
H 2.123 2.657 -1.138
H -1.176 -1.620 -0.562
H 1.636 -0.786 -1.112
H -0.509 -0.155 -1.984
H -2.107 1.093 0.853
H 2.735 -1.156 1.625
H -2.388 -2.542 -0.870
H -2.411 -0.379 -1.267
H 1.021 1.907 -0.716

14
Properties=species:S:1:pos:R:3 method="wB97M-V/def2-TZVPD" largest_force_ha_per_bohr=0.040 orbital_gap_ha=0.337 charge=0 total_energy_ha=-361.6656
O 2.266 -1.142 0.455
O -1.904 -0.382 0.173
N -1.791 1.549 -1.010
C 0.637 0.799 0.128
C 0.998 -1.741 0.510
C 1.152 -0.323 0.899
C -1.280 0.457 -0.414
H -1.109 2.269 -1.179
H -2.734 1.806 -0.766
H -0.076 0.188 -0.953
H 1.157 -0.141 1.975
H 0.828 -2.468 1.307
H 1.318 1.112 -0.673
H 0.539 -1.983 -0.452

14
Properties=species:S:1:pos:R:3 method="wB97M-V/def2-TZVPD" largest_force_ha_per_bohr=0.197 orbital_gap_ha=0.330 charge=0 total_energy_ha=-324.4684
O -1.445 -0.710 0.064
N -0.114 -0.266 0.013
C 1.226 1.547 -0.385
C 0.900 -0.594 -0.897
C 0.049 0.956 0.235
C -1.721 -1.028 1.401
C 1.697 0.443 -0.873
H 1.301 -1.697 -1.335
H -0.773 1.479 0.621
H 1.479 2.714 -0.313
H -3.009 -0.903 1.364
H 2.650 0.492 -1.515
H -1.372 -2.179 1.627
H -0.827 -0.315 2.052

15
Properties=species:S:1:pos:R:3 method="wB97M-V/def2-TZVPD" largest_force_ha_per_bohr=0.011 orbital_gap_ha=0.362 charge=0 total_energy_ha=-341.8455
O 1.408 -1.501 -0.751
N 1.758 -0.131 1.043
N -0.668 1.681 -0.449
C 0.990 -0.974 0.257
C -0.430 -1.203 0.755
C 0.270 1.187 -1.175
C -1.222 1.070 -1.598
H -0.857 2.144 0.427
H -0.872 -0.320 1.230
H 1.724 -0.300 2.036
H -1.045 -1.528 -0.088
H -0.400 -2.010 1.491
H 2.688 0.017 0.678
H -1.784 0.156 -1.457
H -1.561 1.711 -2.398

53
Properties=species:S:1:pos:R:3 method="wB97M-V/def2-TZVPD" largest_force_ha_per_bohr=0.052 orbital_gap_ha=0.384 charge=0 total_energy_ha=-1297.6076
O 2.553 -0.411 1.925
O -2.807 -0.735 -2.685
O 1.852 -3.092 -0.134
O -4.395 -1.335 -0.633
O -2.466 -1.024 3.635
O 0.133 0.152 3.782
O -2.468 -3.447 1.908
O 0.159 -1.474 1.281
O -0.930 1.569 -1.901
O 3.897 -1.185 -0.322
O -0.733 3.880 -2.931
O 4.025 1.408 -1.446
O 1.985 2.340 -3.090
O -2.407 -0.473 1.037
N 0.634 2.203 1.270
N 0.636 0.297 -0.835
C 0.934 -0.515 -2.004
C -0.210 1.334 -0.936
C -0.483 2.115 0.347
H -0.474 4.370 -2.149
H -1.394 1.731 0.819
H 0.069 -1.176 -2.230
H -3.915 -0.897 -1.386
H -3.329 -0.605 0.755
H 3.643 1.881 -2.201
H 4.294 -0.506 -0.882
H -1.010 3.071 -0.044
H 1.644 -0.732 1.796
H 0.200 0.424 2.858
H 1.277 1.935 -2.577
H 1.635 -1.271 -1.683
H 1.220 0.048 -2.893
H -2.172 -0.491 4.376
H 0.594 -2.071 0.654
H 2.641 -2.519 -0.257
H -1.935 -2.663 1.701
H -2.394 -1.971 3.813
H 3.727 -0.835 0.572
H -3.484 -0.051 -2.838
H 1.463 2.430 0.739
H 1.481 3.011 -3.574
H -3.124 -3.395 1.208
H 1.265 0.294 -0.042
H -0.732 -1.161 1.065
H -1.986 -0.218 -2.596
H -3.796 -2.002 -0.295
H 2.132 -4.009 -0.041
H 0.535 2.964 1.969
H 0.063 -0.805 3.827
H -2.521 -0.443 2.025
H 3.232 1.148 -0.966
H -1.306 3.126 -2.680
H 2.545 -0.219 2.886

Calculated energy relative to the best compared isomer or geometry (same formula, charge and spin), 4.908, 1.462, 5.857, 6.967, 4.304, 0.849 eV (same order as the records).